{"formula": "C36H62MoO2SeSi2Te", "method": "wB97M-V/def2-TZVPD", "multiplicity": 3, "s2": 2.0268, "gap_ev": [6.45, 6.54], "energy_ev": -132671.548, "total_charge": 2, "species": ["Mo", "C", "C", "C", "C", "C", "C", "C", "Se", "C", "C", "C", "C", "C", "C", "O", "C", "C", "C", "C", "C", "C", "C", "C", "C", "O", "C", "C", "C", "C", "C", "C", "H", "H", "H", "H", "H", "H", "H", "H", "H", "H", "H", "H", "H", "H", "H", "H", "H", "H", "H", "H", "H", "H", "H", "H", "H", "H", "H", "H", "H", "H", "H", "H", "H", "H", "H", "H", "H", "H", "H", "H", "C", "Si", "C", "C", "C", "Te", "C", "Si", "C", "C", "C", "H", "H", "H", "H", "H", "H", "H", "H", "H", "H", "H", "H", "H", "H", "H", "H", "H", "H", "H", "H", "H", "H"], "coordinates": [[-0.67212, -0.21567, -0.83829], [-2.79687, -6.93569, 2.53502], [-3.29662, -5.51574, 2.83783], [-2.89985, -5.15320, 4.26854], [-4.82733, -5.46888, 2.72549], [-2.69907, -4.54937, 1.81794], [-1.88721, -3.47917, 2.19011], [-1.39205, -2.63921, 1.21313], [-0.23723, -1.17188, 1.64687], [-1.47782, 0.18443, 2.22255], [-2.11370, 0.09742, 3.43785], [-2.97024, 1.12678, 3.84037], [-3.09781, 2.22665, 3.00539], [-2.44261, 2.38412, 1.77331], [-1.65000, 1.30652, 1.40581], [-0.99510, 1.25055, 0.16582], [-2.68994, 3.66794, 0.97531], [-1.73712, 3.87199, -0.20807], [-2.51090, 4.87934, 1.90680], [-4.13393, 3.63045, 0.45503], [-3.69628, 1.00813, 5.17735], [-2.65456, 0.91225, 6.30196], [-4.60085, 2.20894, 5.44970], [-4.55812, -0.26329, 5.16075], [-1.66440, -2.87097, -0.13553], [-1.09892, -1.96557, -1.02382], [-2.45520, -3.92951, -0.56946], [-2.95220, -4.73339, 0.46144], [-2.82206, -4.28541, -2.01385], [-2.35734, -5.72526, -2.29048], [-2.19035, -3.38376, -3.07890], [-4.34840, -4.19544, -2.16323], [-3.21915, -7.63518, 3.25704], [-1.70931, -6.99453, 2.60222], [-3.09548, -7.27098, 1.54104], [-3.34746, -5.86736, 4.95884], [-3.25828, -4.16055, 4.55209], [-1.81858, -5.19422, 4.41658], [-5.27094, -6.14486, 3.45701], [-5.17350, -5.78065, 1.73918], [-5.20707, -4.46371, 2.91804], [-1.63759, -3.31096, 3.22793], [-1.94938, -0.75984, 4.07743], [-3.74926, 3.02738, 3.31957], [-0.68979, 3.81912, 0.09342], [-1.91038, 4.86794, -0.61688], [-1.91421, 3.15634, -1.01082], [-1.50945, 4.89949, 2.33916], [-3.23610, 4.89971, 2.71828], [-2.64966, 5.79502, 1.33183], [-4.29724, 2.77269, -0.20098], [-4.34711, 4.53799, -0.11238], [-4.85206, 3.57179, 1.27323], [-2.02025, 1.79952, 6.32829], [-2.01193, 0.03695, 6.19369], [-3.16023, 0.82972, 7.26446], [-4.03514, 3.14053, 5.51078], [-5.10092, 2.07057, 6.40782], [-5.37713, 2.31709, 4.68938], [-3.95408, -1.16355, 5.03186], [-5.29685, -0.22886, 4.35798], [-5.09056, -0.35959, 6.10730], [-3.57840, -5.56795, 0.17742], [-1.28293, -5.83159, -2.13267], [-2.57649, -5.98366, -3.32697], [-2.86706, -6.45197, -1.65916], [-1.09962, -3.39734, -3.04041], [-2.53872, -2.35080, -3.00339], [-2.48821, -3.75417, -4.06026], [-4.86704, -4.85480, -1.46806], [-4.63384, -4.49054, -3.17374], [-4.70347, -3.17713, -1.99234], [-3.08699, 3.28573, -5.70752], [-2.72111, 1.79558, -4.65879], [-3.76272, 1.72681, -3.10472], [-2.88959, 0.19861, -5.61509], [-0.89814, 1.96511, -4.08618], [-0.05147, 0.08894, -3.53598], [2.00185, 0.62795, -3.25912], [3.14907, -0.90082, -3.34445], [2.63044, -1.98976, -1.90423], [4.88603, -0.25973, -3.15665], [2.87807, -1.76597, -4.97392], [-4.13115, 3.27932, -6.02684], [-2.46978, 3.29218, -6.60792], [-2.91155, 4.22026, -5.17215], [-4.80943, 1.53224, -3.34622], [-3.72171, 2.66302, -2.54661], [-3.43723, 0.91845, -2.43694], [-3.87716, 0.16034, -6.08071], [-2.80322, -0.69081, -4.98468], [-2.15491, 0.11388, -6.41907], [-0.78273, 2.64880, -3.24469], [-0.25321, 2.31100, -4.89660], [2.09978, 1.13871, -2.29953], [2.19715, 1.36273, -4.04244], [3.00170, -1.59579, -0.95501], [3.02289, -3.00218, -2.01455], [1.54047, -2.09162, -1.82807], [5.04209, 0.23128, -2.19478], [5.13524, 0.45249, -3.94495], [5.60039, -1.08314, -3.22527], [1.87105, -2.17223, -5.09057], [3.57148, -2.60611, -5.05614], [3.07666, -1.10318, -5.81861]]}

---

{"formula": "C36H62N10O8", "method": "wB97M-V/def2-TZVPD", "multiplicity": 1, "gap_ev": 10.45, "energy_ev": -69614.724, "species": ["O", "C", "O", "C", "C", "C", "H", "H", "H", "H", "H", "H", "H", "H", "O", "C", "O", "C", "C", "C", "H", "H", "H", "H", "H", "H", "H", "H", "O", "C", "O", "C", "C", "C", "H", "H", "H", "H", "H", "H", "H", "H", "O", "C", "O", "C", "C", "C", "H", "H", "H", "H", "H", "H", "H", "H", "C", "C", "N", "H", "H", "H", "C", "C", "N", "H", "H", "H", "C", "C", "N", "H", "H", "H", "C", "C", "N", "H", "H", "H", "C", "C", "N", "H", "H", "H", "C", "C", "N", "H", "H", "H", "C", "C", "N", "H", "H", "H", "C", "C", "N", "H", "H", "H", "C", "C", "N", "H", "H", "H", "C", "C", "N", "H", "H", "H"], "coordinates": [[4.95953, 3.64044, -2.05980], [5.55784, 2.97699, -1.25045], [5.18693, 1.74937, -0.81440], [4.02404, 1.15808, -1.51351], [3.12872, 0.50499, -0.43586], [6.81532, 3.44073, -0.63773], [4.36946, 0.48888, -2.27429], [3.47486, 1.93218, -2.08815], [2.19695, 0.18194, -0.83124], [3.00485, 1.18123, 0.43664], [3.57679, -0.35476, 0.02857], [6.83978, 4.49214, -0.92430], [7.61731, 2.78201, -0.99021], [6.69054, 3.31739, 0.45192], [-2.39472, 5.46438, -1.86223], [-3.20165, 4.98104, -2.65357], [-3.00169, 4.83652, -3.95682], [-1.81068, 5.47020, -4.52061], [-1.40863, 4.84716, -5.86257], [-4.62784, 4.64662, -2.23193], [-1.07800, 5.28755, -3.76974], [-1.91978, 6.57501, -4.70557], [-1.33226, 3.77436, -5.68312], [-0.49019, 5.18850, -6.31061], [-2.21804, 4.96872, -6.61646], [-4.86967, 3.62701, -2.43862], [-5.29766, 5.31824, -2.88293], [-4.73691, 4.91523, -1.22080], [-0.89403, -4.49775, 4.28613], [-0.15023, -5.29589, 4.78925], [0.44537, -6.29133, 4.11236], [0.46058, -6.33417, 2.63605], [1.80971, -5.83436, 2.10961], [0.36056, -5.36246, 6.14864], [-0.29488, -5.61173, 2.26390], [0.24096, -7.34337, 2.27830], [2.16615, -4.96231, 2.74836], [1.76105, -5.47207, 1.07534], [2.58207, -6.64298, 2.18128], [-0.21099, -6.16910, 6.62441], [0.09731, -4.46499, 6.68029], [1.39402, -5.60080, 6.22207], [-2.30495, -1.47320, -0.59508], [-1.66769, -0.49243, -0.32556], [-0.40922, -0.37889, 0.11650], [0.28702, -1.56446, 0.70971], [1.32557, -1.18901, 1.84302], [-2.04383, 0.90646, -0.83526], [0.89351, -1.86908, -0.12199], [-0.43194, -2.38922, 0.92635], [0.72092, -0.67149, 2.66705], [2.10024, -0.56948, 1.35289], [1.77525, -2.15865, 2.12441], [-1.16958, 1.53844, -1.13430], [-2.53527, 1.39623, 0.00804], [-2.69847, 0.93620, -1.64381], [2.89732, -4.16748, -1.88439], [3.88055, -4.16069, -0.77104], [4.38323, -4.00438, 0.24669], [3.02945, -3.22756, -2.45136], [1.96798, -4.12570, -1.38948], [3.02432, -5.03800, -2.42360], [5.05856, 2.71281, 2.61642], [4.16012, 2.27642, 3.66591], [3.15349, 2.09190, 4.18834], [4.54314, 2.47327, 1.63696], [6.03950, 2.25578, 2.65321], [5.24822, 3.80575, 2.67373], [-2.13905, -0.99014, -7.44734], [-2.43905, -1.94336, -6.36380], [-2.54083, -2.58856, -5.42473], [-1.09405, -1.04654, -7.83356], [-2.31732, -0.03964, -7.04672], [-2.90164, -1.02106, -8.24540], [-3.05616, -4.52157, -2.25254], [-1.72168, -4.54776, -1.60643], [-0.74351, -4.83322, -1.07463], [-3.77023, -5.01269, -1.54169], [-2.97526, -5.04954, -3.21526], [-3.39618, -3.51253, -2.42457], [-0.21489, -0.07823, -3.92247], [-1.56396, 0.52593, -4.14302], [-2.51901, 1.04198, -4.50320], [0.42368, 0.69355, -3.48682], [0.12547, -0.38523, -4.86486], [-0.37952, -0.99937, -3.35087], [0.64086, 2.92449, 2.38667], [1.66294, 3.64191, 1.61493], [2.53249, 4.18451, 1.03341], [1.06821, 2.07584, 2.79381], [-0.13537, 2.58882, 1.69258], [0.16656, 3.59902, 3.13301], [-2.19173, -1.84337, 5.92044], [-1.64107, -1.25231, 4.71173], [-1.17927, -0.69622, 3.79445], [-2.27934, -2.92487, 5.82692], [-3.16349, -1.36684, 6.06092], [-1.56177, -1.68587, 6.79424], [1.67293, 4.94267, -2.35973], [1.22952, 3.82870, -3.12494], [0.76376, 2.95620, -3.67733], [2.36146, 5.58613, -3.00627], [2.11505, 4.59029, -1.48175], [0.72689, 5.54715, -2.06099], [-4.17517, -2.56751, 2.31329], [-4.85538, -1.65295, 3.19950], [-5.37329, -0.91799, 3.88596], [-4.85294, -3.32716, 1.97522], [-3.32131, -3.05245, 2.77813], [-3.70210, -1.99607, 1.58362], [-4.19141, 1.50967, 5.72709], [-3.36282, 2.39655, 4.89883], [-2.59429, 2.99575, 4.28375], [-3.75291, 1.25509, 6.65469], [-4.25455, 0.65214, 5.04720], [-5.17946, 1.89434, 5.95751]]}